{"formula": "C16H15N3OS", "method": "the ωB97M-V functional and the def2-TZVPD basis", "multiplicity": 1, "smiles": "Cc1ccc(SCn2nnc3ccccc3c2=O)c(C)c1", "total_energy_ha": -1256.3873, "mol_weight_g_mol": 297.38, "e_homo_ev": -8.7769, "e_above_lowest_kcal_mol": 27.4, "species": ["C", "C", "C", "C", "C", "S", "C", "N", "N", "N", "C", "C", "C", "C", "C", "C", "C", "O", "C", "C", "C", "H", "H", "H", "H", "H", "H", "H", "H", "H", "H", "H", "H", "H", "H", "H"], "xyz": [[-0.24, -3.47, -0.45], [-0.84, -2.10, -0.58], [-0.34, -1.19, -1.50], [-0.89, 0.08, -1.59], [-1.94, 0.44, -0.76], [-2.47, 2.15, -0.82], [-1.52, 2.73, 0.67], [-0.29, 2.02, 0.78], [-0.34, 0.93, 1.55], [0.60, 0.12, 1.60], [1.72, 0.29, 0.83], [2.73, -0.69, 0.86], [3.85, -0.53, 0.09], [4.01, 0.60, -0.72], [3.03, 1.57, -0.76], [1.88, 1.42, 0.01], [0.79, 2.40, -0.03], [0.77, 3.42, -0.68], [-2.48, -0.47, 0.14], [-3.61, -0.10, 1.05], [-1.92, -1.73, 0.21], [-0.95, -4.22, -0.78], [-0.01, -3.67, 0.60], [0.67, -3.55, -1.03], [0.50, -1.45, -2.13], [-0.50, 0.80, -2.29], [-1.34, 3.79, 0.50], [-2.11, 2.55, 1.56], [2.58, -1.55, 1.49], [4.63, -1.28, 0.11], [4.90, 0.71, -1.32], [3.12, 2.44, -1.38], [-4.27, -0.95, 1.20], [-3.21, 0.20, 2.03], [-4.18, 0.73, 0.64], [-2.32, -2.44, 0.92]]}